(1)
C6H12 | the ωB97M-V functional and the def2-TZVPD basis

Values from the calculation:
SMILES: CC1(C)CCC1
Gap between HOMO and LUMO in eV: 10.74
E in hartree: -235.73408
Energy above the lowest of the compared OMol25 structures with the same formula, charge and spin in kcal per mole: 52.8

```
! RIJCOSX wB97M-V def2-TZVPD def2/J DEFGRID3
* xyz 0 1
C -1.224 -1.129 0.380
C -0.367 0.058 -0.048
C -1.273 1.160 -0.634
C 0.758 0.521 0.996
C 1.793 -0.274 0.265
C 0.840 -0.349 -0.996
H -1.789 -1.552 -0.465
H -0.603 -1.924 0.804
H -1.954 -0.821 1.139
H -1.844 0.794 -1.504
H -0.699 2.030 -0.978
H -2.012 1.512 0.098
H 0.898 1.597 0.848
H 1.138 0.381 2.037
H 1.916 -1.288 0.658
H 2.700 0.235 0.677
H 0.720 -1.335 -1.485
H 1.002 0.385 -1.792
*
```

---

(2)
C6H12 | the ωB97M-V functional and the def2-TZVPD basis

Values from the calculation:
SMILES: C=CC=C.CC
Gap between HOMO and LUMO in eV: 9.89
E in hartree: -235.74639
Energy above the lowest of the compared OMol25 structures with the same formula, charge and spin in kcal per mole: 45.1

```
! RIJCOSX wB97M-V def2-TZVPD def2/J DEFGRID3
* xyz 0 1
C -1.781 1.892 0.766
C -1.587 1.060 -0.257
C -0.835 1.415 -1.449
C -0.534 0.519 -2.388
H -1.545 2.946 0.670
H -2.152 1.581 1.732
H -1.943 0.041 -0.205
H -0.450 2.425 -1.528
H 0.193 0.648 -3.177
H -0.980 -0.469 -2.449
C 2.275 -2.208 0.696
C 1.657 -1.870 2.060
H 1.712 -1.726 -0.108
H 2.238 -3.288 0.579
H 3.268 -1.786 0.538
H 0.830 -2.551 2.261
H 2.379 -2.002 2.865
H 1.243 -0.863 2.098
*
```

---

(3)
C6H12 | the ωB97M-V functional and the def2-TZVPD basis

Values from the calculation:
SMILES: C/C=C/C(C)C
Gap between HOMO and LUMO in eV: 10.47
E in hartree: -235.64981
Energy above the lowest of the compared OMol25 structures with the same formula, charge and spin in kcal per mole: 105.7

```
! RIJCOSX wB97M-V def2-TZVPD def2/J DEFGRID3
* xyz 0 1
C 2.793 -0.067 -0.023
C 1.320 0.196 -0.268
C 0.470 -0.181 0.653
C -1.091 0.043 0.502
C -1.679 -1.220 -0.273
C -1.569 1.350 -0.114
H 3.513 0.955 -0.227
H 3.134 -0.808 -0.808
H 3.217 -0.318 0.893
H 0.868 0.513 -1.220
H 0.879 -0.489 1.494
H -1.594 -0.052 1.593
H -2.763 -1.394 -0.221
H -1.368 -1.962 0.064
H -1.232 -1.172 -1.395
H -2.635 1.221 -0.067
H -1.043 1.463 -1.114
H -1.222 1.922 0.532
*
```

---

(4)
C6H12 | the ωB97M-V functional and the def2-TZVPD basis

Values from the calculation:
Gap between HOMO and LUMO in eV: 8.48
E in hartree: -235.63725
Energy above the lowest of the compared OMol25 structures with the same formula, charge and spin in kcal per mole: 113.6

```
! RIJCOSX wB97M-V def2-TZVPD def2/J DEFGRID3
* xyz 0 1
C -0.561 -1.810 0.847
C 0.412 -1.337 -0.258
C 1.146 -0.040 0.104
C 0.242 1.210 0.108
C -0.618 1.750 1.077
C -0.150 1.677 -1.310
H -1.554 -1.963 0.413
H -0.260 -2.742 1.282
H -0.668 -1.028 1.614
H -0.096 -1.215 -1.218
H 1.142 -2.141 -0.446
H 1.907 0.173 -0.664
H 1.608 -0.083 1.087
H -1.268 0.689 0.305
H -0.539 1.367 2.076
H -0.707 0.943 -1.929
H 0.735 1.991 -1.894
H -0.771 2.558 -1.196
*
```

---

(5)
C6H12 | the ωB97M-V functional and the def2-TZVPD basis

Values from the calculation:
Gap between HOMO and LUMO in eV: 9.04
E in hartree: -235.63155
Energy above the lowest of the compared OMol25 structures with the same formula, charge and spin in kcal per mole: 117.1

```
! RIJCOSX wB97M-V def2-TZVPD def2/J DEFGRID3
* xyz 0 1
C -2.090 0.499 0.734
C -1.455 -0.879 0.696
C 0.778 -0.988 0.579
C 0.982 -0.320 -0.717
C 2.339 0.367 -0.782
C 1.100 1.186 -0.747
H -1.663 1.143 -0.040
H -1.928 0.984 1.702
H -3.170 0.442 0.565
H -1.872 -1.575 1.431
H -1.480 -1.333 -0.292
H 0.672 -2.075 0.441
H -0.350 -0.677 1.162
H 0.656 -0.781 -1.653
H 2.934 0.319 0.123
H 2.894 0.288 -1.712
H 0.790 1.685 -1.661
H 0.864 1.715 0.172
*
```

---

(6)
C6H12 | the ωB97M-V functional and the def2-TZVPD basis

Values from the calculation:
Gap between HOMO and LUMO in eV: 8.95
E in hartree: -235.61283
Energy above the lowest of the compared OMol25 structures with the same formula, charge and spin in kcal per mole: 128.9

```
! RIJCOSX wB97M-V def2-TZVPD def2/J DEFGRID3
* xyz 0 1
C 1.145 0.640 -1.649
C -0.206 1.238 -1.282
C -0.510 1.440 0.170
C -0.790 -0.514 0.987
C -0.093 -1.074 2.138
C -0.136 -1.683 0.363
H 1.177 -0.294 -1.100
H 2.069 1.206 -1.453
H 1.111 0.397 -2.715
H -0.396 2.157 -1.905
H -1.024 0.210 -1.495
H -1.359 2.144 0.284
H 0.255 1.512 0.912
H -1.864 -0.662 1.042
H 0.976 -0.935 2.273
H -0.606 -1.394 3.071
H -0.682 -2.603 0.162
H 0.933 -1.787 0.195
*
```

---

(7)
C6H12BFO4 | the ωB97M-V functional and the def2-TZVPD basis

Values from the calculation:
SMILES: CCB(O)OC(=O)O[C@@H](F)CC
Gap between HOMO and LUMO in eV: 11.27
E in hartree: -661.59705
Energy above the lowest of the compared OMol25 structures with the same formula, charge and spin in kcal per mole: 0.0

```
! RIJCOSX wB97M-V def2-TZVPD def2/J DEFGRID3
* xyz 0 1
C 3.054 0.858 -0.417
C 2.589 -0.236 0.563
B 1.414 -1.097 -0.011
O 1.368 -1.522 -1.330
O 0.382 -1.438 0.853
C -0.612 -2.318 0.526
O -0.451 -3.476 0.400
O -1.835 -1.739 0.545
C -2.079 -0.552 -0.195
F -3.415 -0.606 -0.437
C -1.745 0.725 0.552
C -2.503 1.958 0.018
H 3.911 1.407 -0.018
H 2.259 1.591 -0.596
H 3.341 0.426 -1.380
H 3.433 -0.904 0.781
H 2.282 0.219 1.511
H 0.906 -0.933 -1.934
H -1.580 -0.640 -1.168
H -1.962 0.541 1.608
H -0.670 0.897 0.471
H -1.808 2.736 -0.308
H -3.132 2.395 0.795
H -3.146 1.710 -0.828
*
```

---

(8)
C6H12BiO4 | the ωB97M-V functional and the def2-TZVPD basis

Values from the calculation:
Gap between HOMO and LUMO in eV: 8.12
E in hartree: -750.93218

```
! RIJCOSX wB97M-V def2-TZVPD def2/J DEFGRID3
* xyz 1 1
C 2.812 -3.060 -0.525
H 2.772 -2.658 0.499
H 3.065 -4.124 -0.441
H 1.939 -3.007 -1.194
O -0.152 -0.271 0.222
C -0.643 0.168 -0.791
H -1.620 0.694 -0.777
H -0.198 -0.053 -1.785
O 3.957 -2.401 -1.205
C 3.964 -0.934 -1.216
C 2.845 -0.437 -2.094
O 3.276 -0.596 -3.478
C 2.639 -1.569 -4.305
C 3.717 -2.097 -5.255
O 4.847 -2.530 -4.569
Bi 5.079 -1.637 -2.895
H 3.912 -0.536 -0.192
H 2.657 0.629 -1.903
H 1.882 -0.973 -2.008
H 1.794 -1.122 -4.853
H 2.259 -2.392 -3.677
H 3.962 -1.286 -5.973
H 3.257 -2.910 -5.850
*
```

---

(9)
C6H12Br6 | the ωB97M-V functional and the def2-TZVPD basis

Values from the calculation:
SMILES: BrCCBr.BrCCBr.BrCCBr
Gap between HOMO and LUMO in eV: 10.61
E in hartree: -15679.91072
Energy above the lowest of the compared OMol25 structures with the same formula, charge and spin in kcal per mole: 0.0

```
! RIJCOSX wB97M-V def2-TZVPD def2/J DEFGRID3
* xyz 0 1
Br -0.328 -17.885 7.172
C 1.145 -16.946 6.339
C 2.191 -17.949 5.971
Br 3.746 -17.001 5.338
H 1.508 -16.195 7.029
H 0.713 -16.493 5.453
H 1.861 -18.597 5.163
H 2.502 -18.587 6.794
Br 5.236 -20.471 8.132
C 6.078 -18.810 7.585
C 6.583 -18.967 6.174
Br 7.499 -17.346 5.629
H 6.863 -18.595 8.300
H 5.311 -18.043 7.623
H 5.759 -19.081 5.475
H 7.256 -19.809 6.038
Br 11.585 -17.004 9.119
C 9.953 -16.127 8.551
C 9.039 -15.959 9.744
Br 7.236 -15.521 9.129
H 9.496 -16.733 7.776
H 10.238 -15.168 8.128
H 9.341 -15.151 10.399
H 8.938 -16.886 10.297
*
```

---

(10)
C6H12Cl3IrO2Re | the ωB97M-V functional and the def2-TZVPD basis

Values from the calculation:
Gap between HOMO and LUMO (spin up / spin down) in eV: 6.42 / 5.91
E in hartree: -1949.10881
Energy above the lowest of the compared OMol25 structures with the same formula, charge and spin in kcal per mole: 58.5

```
! RIJCOSX wB97M-V def2-TZVPD def2/J DEFGRID3
* xyz 0 8
Ir 1.126 -1.402 -0.700
Cl 2.791 -2.889 -0.032
C 1.629 0.458 -1.286
C 0.466 -2.187 -2.363
H 1.646 0.542 -2.379
H 1.226 1.395 -0.804
H 2.682 0.400 -0.938
H 0.793 -1.592 -3.232
H -0.630 -2.247 -2.343
H 0.905 -3.193 -2.437
Re -0.774 0.598 -0.548
C -1.393 -1.202 0.190
C -2.528 1.494 -0.780
H -2.325 -1.423 -0.351
H -0.729 -2.096 0.120
H -1.609 -1.063 1.264
H -3.469 0.907 -0.776
H -2.658 2.579 -0.936
Cl 0.982 3.499 2.681
C 0.562 1.842 3.161
Cl -1.035 1.712 3.945
C 0.432 0.974 1.903
O 0.990 -0.115 1.733
O -0.397 1.538 1.052
H 1.316 1.470 3.857
*
```